Entry 1:
Density functional theory data (ωB97M-V/def2-TZVPD) for one molecule with the formula C15H23N3O.

Atoms and positions in Å:
C -2.82907 0.02743 2.52956
C -3.15896 -0.31085 1.10217
C -4.24132 -1.12854 0.81732
C -4.57559 -1.45685 -0.48506
C -3.81621 -0.96092 -1.52884
C -2.73040 -0.14443 -1.27289
C -2.39484 0.18619 0.03563
N -1.29448 1.00226 0.33094
C -0.46273 1.67713 -0.51103
O -0.57605 1.71293 -1.71644
C 0.64647 2.39811 0.24194
C 1.65277 1.43579 0.89913
N 2.78011 1.17814 0.02532
C 2.48107 0.41004 -1.17116
C 2.27720 -1.08255 -0.89445
N 3.45919 -1.62518 -0.24816
C 3.35993 -3.05205 -0.04519
C 3.72775 -0.91660 0.98893
C 3.91793 0.57560 0.69237
H -1.83907 -0.33968 2.80627
H -2.86084 1.10501 2.69668
H -3.55159 -0.43492 3.19711
H -4.83511 -1.51440 1.63388
H -5.42470 -2.09446 -0.67954
H -4.06583 -1.20779 -2.54958
H -2.13858 0.24693 -2.08267
H -1.10619 1.10630 1.31725
H 0.19144 3.02773 1.00941
H 1.18397 3.03656 -0.45853
H 1.13012 0.51807 1.22192
H 2.05896 1.91444 1.79555
H 1.60404 0.82288 -1.66535
H 3.33860 0.52184 -1.84028
H 2.12797 -1.60660 -1.84081
H 1.36984 -1.23697 -0.27860
H 3.21300 -3.53808 -1.00864
H 4.28938 -3.41518 0.39194
H 2.52600 -3.33369 0.61970
H 4.64447 -1.31900 1.42725
H 2.91091 -1.05517 1.72419
H 4.12436 1.11806 1.61799
H 4.77638 0.68642 0.02429

Calculated values
HOMO-LUMO gap (eV): 8.800
SMILES: Cc1ccccc1NC(=O)CCN1CCN(C)CC1
Energy (eV): -22446.35781
Energy above the lowest of the compared OMol25 structures with the same formula, charge and spin (kJ/mol): 59.3
Highest occupied orbital energy (hartree): -0.3011

=====

Entry 2:
Density functional theory data (ωB97M-V/def2-TZVPD) for one molecule with the formula C15H23NO4S at a distorted geometry.

Atoms and positions in Å:
C -0.10935 -4.26005 1.88508
C 0.15737 -3.97472 3.40071
C 1.58114 -3.45165 3.74579
C 1.95748 -2.22753 2.97620
N 2.90658 -2.27047 2.04832
C 2.86529 -1.05592 1.36806
C 1.90419 -0.32427 1.98213
O 1.40639 -0.98456 3.05688
C 1.34399 0.95759 1.38547
C 1.74593 1.23326 -0.05119
C 1.55010 2.73589 -0.39872
C 0.06308 3.11128 -0.49873
C -0.06647 4.63326 -0.23428
S -0.62121 2.60803 -2.13295
O -0.58567 1.12487 -2.32435
O 0.20938 3.27261 -3.14715
C -2.33706 3.29324 -2.19224
C -3.16973 2.87238 -0.97824
C 3.25435 0.87784 -0.24922
C 3.58566 -0.54811 0.19934
O 4.46540 -1.16365 -0.41192
H -0.22660 -3.33731 1.33062
H 0.70053 -4.83795 1.48728
H -1.07405 -4.83450 1.76818
H -0.04236 -4.89527 3.98896
H -0.54460 -3.21097 3.77867
H 1.61157 -3.21815 4.79836
H 2.28445 -4.23566 3.53313
H 0.24764 0.87824 1.41341
H 1.64985 1.77565 2.04842
H 1.16930 0.62219 -0.74071
H 2.09578 3.32577 0.32091
H 2.03441 2.92725 -1.34362
H -0.48293 2.63224 0.29557
H 0.42696 4.89572 0.71393
H 0.43133 5.20711 -0.99700
H -1.11112 4.92630 -0.20998
H -2.77026 2.89157 -3.11314
H -2.32017 4.38734 -2.27066
H -4.23842 3.06225 -1.12154
H -2.89953 3.38715 -0.04013
H -3.11495 1.79471 -0.82750
H 3.51900 1.07255 -1.29221
H 3.83112 1.60825 0.33382

Calculated values
HOMO-LUMO gap (eV): 9.484
SMILES: CCCc1nc2c(o1)C[C@@H](C[C@@H](C)S(=O)(=O)CC)CC2=O
Energy (eV): -36442.49289
Energy above the lowest of the compared OMol25 structures with the same formula, charge and spin (kJ/mol): 157.9
Highest occupied orbital energy (hartree): -0.3335

=====

Entry 3:
Density functional theory data (ωB97M-V/def2-TZVPD) for C15H24BCaClF3IN3NaO19PS as an isolated structure at a distorted geometry.

Atoms and positions in Å:
N -2.25871 -5.80403 1.35419
C -2.68117 -5.38530 0.36940
C -3.33529 -4.67933 -0.72047
I -1.87124 -3.89576 -2.10054
C -4.31431 -3.59041 -0.12293
C -4.03475 -2.23353 -0.56437
N -3.83953 -1.13378 -0.82148
P -6.07202 -4.06701 -0.42464
O -6.99113 -2.95191 -0.27598
O -6.41100 -5.17874 0.68303
O -6.14878 -4.77899 -1.83806
H -3.90695 -5.41418 -1.27861
H -4.16476 -3.60990 0.95849
H -6.06325 -4.91426 1.54446
H -6.82667 -5.46972 -1.84307
O -6.51606 0.90557 -1.38327
Cl -6.14926 1.30620 -0.05048
O -5.09221 2.31442 -0.13193
O -5.62140 0.15994 0.67253
O -7.27750 1.84560 0.64166
Ca -2.13120 0.44136 -0.44013
C 1.83014 3.80600 3.42752
C 0.65446 4.46736 4.10882
O -0.30576 4.63787 3.06144
S -0.17375 3.43146 2.01414
O -1.16628 2.46559 2.31409
O -0.04838 3.98877 0.70999
O 1.24330 2.89350 2.49295
H 2.42612 4.53223 2.87071
H 2.46885 3.27055 4.12468
H 0.90985 5.42628 4.55089
H 0.21741 3.81851 4.87128
F 0.32215 0.52394 1.06721
B 0.53423 -3.96419 3.29113
O 0.60304 -2.47140 3.36190
C 1.75020 -2.14186 3.93202
O 2.12642 -1.01756 4.12543
C 2.52501 -3.40800 4.27112
O 3.61306 -3.45276 4.77701
O 1.81600 -4.45057 3.89062
F 0.46580 -4.34566 1.94416
F -0.54328 -4.43457 3.99846
C 1.40822 2.75237 -2.91911
O 0.22199 2.26233 -2.27202
H 2.01749 1.90455 -3.21023
H 1.14241 3.32620 -3.80918
H 1.97600 3.37820 -2.23006
H -0.30931 3.02152 -2.01586
O 3.81034 0.97122 -4.34354
C 3.96157 -0.10400 -3.83439
O 4.00075 -0.17221 -2.47434
C 4.10765 -1.40128 -1.78982
C 5.53498 -1.91843 -1.78525
C 4.16435 -1.35375 -4.63952
H 3.39721 -2.12864 -2.19334
H 3.79511 -1.19881 -0.75777
H 5.90635 -2.09403 -2.79434
H 5.60431 -2.85516 -1.22350
H 6.19830 -1.18224 -1.33248
H 5.20234 -1.35936 -5.02629
H 3.46219 -1.34290 -5.47174
H 3.98512 -2.27618 -4.08801
Na 2.83906 -2.35588 1.64251
C -1.33514 7.76710 0.36913
C -0.14657 7.74720 1.21331
N 0.78854 7.71703 1.88093
H -1.35251 6.87782 -0.25767
H -2.22832 7.78268 0.99017
H -1.32417 8.65202 -0.26395
O 7.14172 -0.35847 -5.43284
H 6.46422 0.31983 -5.31570

Calculated values
HOMO-LUMO gap (eV): 2.751
Energy (eV): -131746.42566
Highest occupied orbital energy (hartree): -0.1133
Net charge: -1

=====

Entry 4:
Density functional theory data (ωB97M-V/def2-TZVPD) for a 2-piece molecular cluster, C15H24BF2IN2O7S overall at a distorted geometry.

Atoms and positions in Å:
C 6.03898 -0.41317 0.45327
C 5.51438 -0.34813 -0.65331
C 4.82122 -0.41691 -2.05816
C 3.61757 0.66259 -2.18597
C 2.27031 -0.11508 -1.87821
C 0.93505 0.64183 -2.39739
N 1.19870 1.40851 -3.66233
O 0.02712 -0.42312 -2.79483
C -1.07993 -0.62250 -1.90181
C -0.73981 -1.56828 -0.63786
I 0.57440 -3.23031 -1.15112
C -2.11150 -2.24353 -0.11524
C -1.75658 -2.83537 1.34083
C -1.86860 0.69848 -1.48871
N -1.01247 1.91505 -1.25907
C 0.44191 1.54327 -1.18441
S 1.37674 3.09510 -0.85035
C 2.23811 2.99620 0.79309
O 2.32914 3.52316 -1.87930
O 0.37014 4.19290 -0.69523
H 6.24707 -0.73390 1.51001
H 4.36557 -1.44795 -2.13090
H 5.55605 -0.32982 -2.91645
H 3.69978 1.08693 -3.22245
H 3.78549 1.40205 -1.35308
H 2.30165 -1.07088 -2.50176
H 2.17272 -0.46315 -0.80301
H 0.69355 2.29426 -3.53461
H 0.70202 0.91581 -4.42051
H -1.83771 -1.23993 -2.49387
H -0.33578 -0.99639 0.24743
H -2.33078 -3.11839 -0.79214
H -2.95463 -1.48700 -0.05038
H -1.70828 -3.97248 1.32411
H -2.50751 -2.53753 2.12266
H -0.73432 -2.49347 1.70406
H -2.58567 0.49135 -0.62743
H -2.54911 0.94994 -2.36994
H -1.30731 2.31741 -0.34761
H -1.17501 2.59525 -2.01399
H 0.54271 0.90175 -0.24445
H 3.00648 3.83131 0.85636
H 1.44593 3.16176 1.59078
H 2.75571 1.99467 0.92011
B -4.38563 -1.78922 5.86559
O -5.54216 -0.96661 5.44856
C -5.25558 -0.44427 4.26570
O -5.98922 0.28135 3.63929
C -3.90616 -0.89138 3.84469
O -3.34572 -0.59337 2.81234
O -3.39069 -1.67656 4.77202
F -4.77982 -3.14311 6.02875
F -3.83852 -1.28912 7.07623

Calculated values
HOMO-LUMO gap (eV): 7.407
Energy (eV): -58302.56847
Highest occupied orbital energy (hartree): -0.3307

=====

- Which of these has the lowest HOMO-LUMO gap?
  C15H24BCaClF3IN3NaO19PS

=====

- Number 4 is which compound?
  C15H24BF2IN2O7S